#P
The following is a DFT calculation (ωB97M-V with the def2-TZVPD basis set) of a gas-phase ion, C4H8NO2 (charge -2).

Geometry (Å):
C 2.302 0.371 -1.018
N 1.149 -0.384 -0.828
C 0.624 0.622 1.264
C 0.060 0.402 -0.094
C -1.314 -0.273 0.204
O -2.076 -0.495 -0.869
O -1.566 -0.589 1.426
H 2.025 1.076 -1.839
H 2.691 0.938 -0.121
H 3.214 -0.129 -1.403
H 0.741 -0.590 -1.724
H 1.141 1.593 1.414
H 1.312 -0.196 1.379
H -0.103 0.536 2.164
H 0.049 1.404 -0.669

Its expectation value of S² is 0.75. Its HOMO energy (alpha / beta) is 4.1694 / -1.2245 eV. Its total charge is -2. As for the gap between HOMO and LUMO (alpha / beta): 2.75 / 7.99 eV. Its spin multiplicity is 2.

Atomic partial charges in e from the Löwdin method, atoms 1 to 8:
1 C -0.67
2 N -0.13
3 C -0.19
4 C -0.34
5 C -0.60
6 O -0.20
7 O -0.15
8 H -0.02

=====

#Q
The following is a DFT calculation (ωB97M-V with the def2-TZVPD basis set) of a molecular structure, C4H8NO2.

Geometry (Å):
O -2.756 0.264 -0.439
C -1.728 0.412 0.432
C -0.330 0.094 -0.121
C -0.214 -1.350 -0.616
N 0.732 0.291 0.906
C 2.044 0.672 0.244
O 2.398 0.773 -0.971
H -1.825 -0.175 1.389
H -1.641 1.472 0.808
H 0.685 -1.532 -1.206
H -1.069 -1.600 -1.255
H -0.221 -1.992 0.277
H -0.096 0.739 -0.973
H 1.187 1.518 0.557
H 2.834 0.417 0.969

Its expectation value of S² is 0.76. Its HOMO energy (alpha / beta) is 2.8933 / 1.1204 eV. Its total charge is -2. As for the gap between HOMO and LUMO (alpha / beta): 4.58 / 6.03 eV. Its spin multiplicity is 2.

Atomic partial charges in e from the Löwdin method, atoms 1 to 8:
1 O -0.42
2 C -0.56
3 C -0.49
4 C -0.12
5 N -0.06
6 C -0.63
7 O -0.24
8 H 0.07

=====

Top of the stability list: #P, leading by 2.395 eV.